This record from OMol25 describes C3H4N4O as an isolated structure at a distorted geometry. The level of theory is ωB97M-V/def2-TZVPD.

Positions of all 12 atoms, in Å:
1 O -2.10834 0.06863 0.40258
2 N 0.30744 1.88540 -0.15842
3 N 2.34818 -0.34649 0.27239
4 N -1.04631 -0.17027 -0.33216
5 N 0.53819 -1.75337 -0.10645
6 C 1.10195 -0.48472 -0.23688
7 C -0.65717 -1.42013 -0.05186
8 C 0.09419 0.59800 -0.18392
9 H 1.32705 2.00400 0.00882
10 H 2.58462 0.71809 0.60485
11 H -1.60849 -1.86971 -0.10950
12 H -2.88131 0.77059 -0.10945

## Properties
HOMO-LUMO gap, eV: 8.78
ΔE to the lowest compared entry with this formula, charge and spin, eV: 5.685
Highest occupied orbital energy, eV: -9.5
F_max, Eh/bohr: 0.1635

=====

This record from OMol25 describes one molecule with the formula C8H8P2 at a distorted geometry. The level of theory is ωB97M-V/def2-TZVPD.

Positions of all 18 atoms, in Å:
1 P -0.95463 0.38469 -1.09143
2 P 1.49867 0.81177 0.78121
3 C 3.01402 -0.78659 -0.65990
4 C -2.75171 -0.26538 0.69121
5 C -1.90275 -0.86165 -0.13720
6 C 2.98742 -0.10024 0.50823
7 C 1.71751 -0.67537 -1.39204
8 C -2.59359 1.13398 0.71272
9 C -1.56414 1.64566 -0.00381
10 C 0.76719 0.07710 -0.72373
11 H 1.72425 -1.09121 -2.36685
12 H 0.59120 -0.02845 1.56787
13 H -3.59038 -0.55172 1.19355
14 H 3.74327 -0.43763 1.16713
15 H -1.93759 -2.01920 -0.36101
16 H -1.28343 2.63844 -0.28593
17 H 3.80996 -1.40919 -1.01773
18 H -3.27524 1.53497 1.41770

## Properties
Spin multiplicity: 3
HOMO-LUMO gap (spin up / spin down), eV: 4.20 / 5.29
ΔE to the lowest compared entry with this formula, charge and spin, eV: 0.000
Highest occupied orbital energy (spin up / spin down), eV: -4.7 / -8.4
⟨S²⟩: 2.022
F_max, Eh/bohr: 0.1038

=====

This record from OMol25 describes one molecule with the formula C3H7ClS at a distorted geometry. The level of theory is ωB97M-V/def2-TZVPD.

Positions of all 12 atoms, in Å:
1 Cl 1.31795 1.53287 0.57634
2 S -1.06261 0.87173 -2.19383
3 C -0.93260 0.35204 -0.49856
4 C 0.60080 -1.04657 1.03948
5 C 0.61745 0.09420 -0.07350
6 H -1.49180 -0.66300 -0.51408
7 H 0.92862 -2.02151 0.79991
8 H -1.48415 0.87020 0.23411
9 H -0.47692 2.05075 -1.86551
10 H -0.39737 -1.13397 1.45550
11 H 1.24371 -0.65211 1.94116
12 H 1.13692 -0.25462 -0.90102

## Properties
HOMO-LUMO gap, eV: 10.13
ΔE to the lowest compared entry with this formula, charge and spin, eV: 0.552
SMILES: C[C@H](Cl)CS
Highest occupied orbital energy, eV: -9.2
F_max, Eh/bohr: 0.0932

=====

This record from OMol25 describes C2H3F4ORh as an isolated structure at a distorted geometry. The level of theory is ωB97M-V/def2-TZVPD.

Positions of all 11 atoms, in Å:
1 Rh 1.43135 -0.34228 1.64873
2 F 0.10737 0.94920 2.12187
3 F -1.73467 -0.12151 1.89280
4 F -1.68510 -0.62496 -0.05133
5 F -1.37113 1.42812 0.27183
6 O 0.67662 -0.11996 -0.00974
7 C -1.13364 0.24664 0.76378
8 C 0.88922 -0.31207 -1.39370
9 H 0.35318 -1.23348 -1.66795
10 H 1.95788 -0.42567 -1.62374
11 H 0.50893 0.55599 -1.95256

## Properties
Charge: +2
Spin multiplicity: 5
HOMO-LUMO gap (spin up / spin down), eV: 10.10 / 7.89
Highest occupied orbital energy (spin up / spin down), eV: -22.2 / -22.6
⟨S²⟩: 6.010
F_max, Eh/bohr: 0.1669

=====

This record from OMol25 describes one molecule with the formula C5H12O2. The level of theory is ωB97M-V/def2-TZVPD.

Positions of all 19 atoms, in Å:
1 O -1.88706 -0.38621 0.54111
2 O 0.42737 -1.47541 -0.08615
3 C -1.13471 0.30573 -0.46181
4 C 2.27704 0.15791 1.42942
5 C 0.33745 -0.06947 -0.20755
6 C -1.58682 -0.07057 -1.86319
7 C 0.89516 0.65610 1.02003
8 H 2.23634 -0.89503 1.72218
9 H -1.28710 -1.09820 -2.09455
10 H -2.63955 -0.81729 0.12037
11 H 0.93057 1.73248 0.79758
12 H 0.93591 0.19540 -1.08997
13 H -1.27099 1.38585 -0.30643
14 H -1.13364 0.59719 -2.60273
15 H 2.66819 0.73680 2.27267
16 H -2.67547 0.02258 -1.96478
17 H -0.29570 -1.70202 0.52175
18 H 0.18880 0.53048 1.85206
19 H 2.99078 0.24182 0.60105

## Properties
HOMO-LUMO gap, eV: 10.87
ΔE to the lowest compared entry with this formula, charge and spin, eV: 0.565
SMILES: CC[C@@H](O)[C@@H](C)O
Highest occupied orbital energy, eV: -10.0
F_max, Eh/bohr: 0.0057

=====

This record from OMol25 describes AlH10O5 as an isolated structure at a distorted geometry. The level of theory is ωB97M-V/def2-TZVPD.

Positions of all 16 atoms, in Å:
1 Al 5.99360 -32.58274 0.96844
2 O 3.95850 -33.58670 -0.95480
3 O 6.06495 -34.51934 3.16796
4 O 3.49125 -31.05767 1.29186
5 O 8.11212 -32.25742 2.99581
6 O 5.15262 -31.10222 -1.40776
7 H 3.49855 -30.20462 1.72601
8 H 3.32087 -34.30060 -0.95411
9 H 7.91076 -32.59528 3.86848
10 H 9.04062 -32.02821 3.03556
11 H 3.65389 -32.99352 -1.64152
12 H 4.96597 -31.17438 -2.34381
13 H 6.71340 -35.19249 3.37438
14 H 5.45813 -34.53569 3.90804
15 H 4.93553 -30.19602 -1.18891
16 H 2.57459 -31.19853 1.05493

## Properties
Charge: +2
Spin multiplicity: 2
HOMO-LUMO gap (spin up / spin down), eV: 10.22 / 5.39
ΔE to the lowest compared entry with this formula, charge and spin, eV: 0.124
Highest occupied orbital energy (spin up / spin down), eV: -19.7 / -19.6
⟨S²⟩: 0.753
F_max, Eh/bohr: 0.0255

=====

This record from OMol25 describes C8H23AsNO as an isolated structure at a distorted geometry. The level of theory is ωB97M-V/def2-TZVPD.

Positions of all 34 atoms, in Å:
1 As -2.08172 1.19397 -0.83196
2 O -0.49076 0.39696 -1.33676
3 N -4.20871 -0.43624 1.47614
4 C 4.47297 -0.65796 0.08301
5 C 0.30755 -0.04994 -0.18495
6 C 1.89787 -0.01962 -0.70318
7 C -3.11819 -0.58113 -0.94588
8 C -4.45789 -0.36475 -0.02408
9 C 2.47213 -1.25209 1.70683
10 C 2.86051 -1.06078 0.11935
11 C 2.35465 1.57598 -0.55334
12 H -5.20333 -1.25332 -0.30374
13 H 4.54584 0.36847 0.68126
14 H -2.40247 1.42736 -2.35933
15 H 0.27510 0.65707 0.74811
16 H -1.30148 2.55171 -0.75031
17 H -3.33506 -0.90327 -2.05808
18 H 1.62031 2.17804 -1.26131
19 H 1.36491 -1.57911 1.90366
20 H 3.46889 1.77074 -0.85319
21 H -1.89133 0.88552 0.67420
22 H 1.91236 -0.36066 -1.84396
23 H 5.17137 -1.49448 0.51016
24 H -5.15789 -0.40953 1.95564
25 H 2.07988 1.87777 0.54715
26 H 2.79067 -0.27765 2.31188
27 H 3.17701 -2.11354 2.12394
28 H 4.70626 -0.39183 -1.04511
29 H 2.78264 -2.10535 -0.43445
30 H 0.00971 -1.16432 0.03265
31 H -5.06293 0.62962 -0.27719
32 H -3.37331 2.00009 -0.48622
33 H -3.71914 0.41357 1.83808
34 H -2.46640 -1.45129 -0.45900

## Properties
Charge: -1
HOMO-LUMO gap, eV: 6.44
Highest occupied orbital energy, eV: -3.2
F_max, Eh/bohr: 0.0659

=====

- What is the F_max in the fifth record?
  0.0057 Eh/bohr